Here is a molecular structure, C3H6N2O from the Open Molecules 2025 dataset. Energies are from ωB97M-V/def2-TZVPD.

Last column: natural (NBO) charge in e.
Cartesian coordinates (Å):
C -0.105 -0.371 1.417  -0.234
C -0.023 -0.671 -0.112  -0.045
C 0.070 0.509 -0.985  -0.671
N -2.552 -0.847 1.518  0.246
N -1.395 -0.716 1.152  -0.195
O -3.496 -1.084 0.775  -0.436
H 0.486 -0.956 2.104  0.203
H -0.133 0.757 1.716  0.211
H -0.093 -1.648 -0.412  0.220
H 0.659 1.424 -0.667  0.223
H -0.947 0.781 -1.192  0.252
H 0.504 0.230 -1.844  0.226

Energy above the lowest of the compared OMol25 structures with the same formula, charge and spin, kcal per mole: 157.8
Highest occupied orbital energy (spin up / spin down), eV: -8.1 / -8.1
Total charge: 0
Gap between HOMO and LUMO (spin up / spin down), hartree: 0.3077 / 0.3077

---

Here is a molecular structure, C16H19BN6Ti from the Open Molecules 2025 dataset. Energies are from ωB97M-V/def2-TZVPD.

Last column: Löwdin spin population.
Cartesian coordinates (Å):
C -2.477 -1.296 2.327  0.005
N -1.462 -1.629 1.470  0.009
N -1.702 -2.936 1.027  0.020
C -2.842 -3.370 1.584  0.003
C -3.368 -2.370 2.411  0.017
B -0.762 -3.613 -0.034  0.007
N -0.739 -2.703 -1.313  0.172
N -0.237 -1.398 -1.265  0.121
C -0.322 -0.891 -2.529  0.159
C -0.898 -1.855 -3.369  0.420
C -1.143 -2.969 -2.566  0.103
Ti 0.239 -1.016 0.715  0.858
N 0.707 -3.700 0.494  0.025
N 1.381 -2.548 0.926  0.009
C 2.638 -2.931 1.312  0.018
C 2.782 -4.297 1.070  0.024
C 1.543 -4.743 0.592  0.021
H 3.312 -2.209 1.748  0.001
H 1.209 -5.732 0.329  0.001
H 3.671 -4.882 1.209  0.001
H -1.181 -4.714 -0.291  0.000
H -1.573 -3.930 -2.796  0.001
H -3.203 -4.369 1.372  0.000
H -1.116 -1.755 -4.414  0.015
H -4.272 -2.415 2.989  0.001
H 0.017 0.111 -2.751  0.002
H -2.497 -0.326 2.799  0.000
H 0.978 1.540 -1.114  0.000
C 1.858 1.975 -1.605  0.000
H 2.177 1.299 -2.401  0.000
H 1.596 2.944 -2.021  0.000
H 2.650 2.090 -0.862  0.000
C 1.337 1.716 4.506  0.017
C 1.283 2.441 3.303  -0.004
C 1.071 1.779 2.084  0.007
C 0.918 0.383 2.078  -0.037
C 1.015 -0.351 3.269  0.009
C 1.183 0.324 4.497  -0.005
H 1.501 2.237 5.452  0.001
H 1.408 3.528 3.324  -0.001
H 1.024 2.335 1.146  0.000
H 1.000 -1.446 3.275  0.001
H 1.202 -0.239 5.434  -0.001

Highest occupied orbital energy (spin up / spin down), eV: -13.8 / -14.5
Total charge: +2
Gap between HOMO and LUMO (spin up / spin down), hartree: 0.2467 / 0.0990
Expectation value of S²: 2.02
2S+1: 3

---

Here is a molecular structure, C19H31ClMnN7O5Se from the Open Molecules 2025 dataset. Energies are from ωB97M-V/def2-TZVPD.

Last column: Löwdin spin population.
Cartesian coordinates (Å):
Mn -0.394 0.667 0.243  0.990
C -2.513 -2.913 2.353  0.000
O -2.779 -1.789 1.530  0.000
C -3.497 -0.768 2.179  0.000
C -2.584 0.207 2.876  0.000
O -1.683 0.900 1.996  -0.003
C -2.215 2.108 1.407  0.000
C -2.579 1.953 -0.061  0.001
O -1.396 2.090 -0.868  0.002
C -1.754 2.131 -2.261  0.000
H -1.969 -2.632 3.265  0.000
H -3.439 -3.418 2.642  0.000
H -1.898 -3.591 1.766  0.000
H -4.097 -0.255 1.425  0.000
H -4.184 -1.181 2.928  0.000
H -3.169 0.956 3.414  0.000
H -1.951 -0.317 3.591  0.000
H -3.111 2.434 1.940  0.000
H -1.472 2.892 1.519  0.000
H -3.047 0.991 -0.262  0.000
H -3.294 2.746 -0.290  0.000
H -2.544 2.867 -2.390  0.000
H -0.882 2.440 -2.825  0.000
H -2.095 1.147 -2.587  0.000
Se 1.646 3.040 2.457  -0.006
N 2.195 1.916 3.685  -0.003
C 1.848 0.715 3.289  0.003
C 2.064 -0.533 3.966  -0.005
C 1.562 -1.635 3.384  0.001
C 0.844 -1.573 2.129  -0.008
N 0.676 -0.484 1.468  -0.001
C 1.170 0.665 2.030  0.009
N 0.969 1.796 1.379  0.003
H 2.602 -0.568 4.906  0.000
H 1.685 -2.599 3.861  0.000
H 0.425 -2.455 1.652  0.000
C 2.593 -0.189 -0.616  -0.001
N 1.376 0.473 -1.181  -0.005
C 0.967 -0.351 -2.367  0.001
N 2.027 -0.457 -3.356  0.000
C 3.191 -1.087 -2.727  0.000
N 3.671 -0.300 -1.581  -0.001
C 4.025 1.041 -2.056  0.000
N 2.876 1.715 -2.672  0.000
C 1.812 1.804 -1.689  0.001
C 2.410 0.888 -3.795  0.000
H 2.306 -1.184 -0.285  0.000
H 2.945 0.398 0.235  0.000
H 0.092 0.112 -2.821  0.000
H 0.700 -1.342 -2.008  0.000
H 3.992 -1.173 -3.460  0.000
H 2.916 -2.084 -2.384  0.000
H 4.825 0.959 -2.790  0.000
H 4.381 1.638 -1.214  0.000
H 0.957 2.300 -2.138  0.000
H 2.154 2.397 -0.840  0.000
H 3.214 0.808 -4.527  0.000
H 1.554 1.372 -4.269  0.000
Cl -3.183 -1.536 -2.834  0.000
C -2.446 -2.579 -1.585  -0.001
C -1.340 -1.929 -0.786  0.005
O -0.474 -2.669 -0.320  0.007
O -1.386 -0.653 -0.714  0.010
H -2.065 -3.470 -2.070  0.000
H -3.231 -2.853 -0.886  0.000

Energy above the lowest of the compared OMol25 structures with the same formula, charge and spin, kcal per mole: 35.5
Highest occupied orbital energy (spin up / spin down), eV: -11.3 / -11.1
Total charge: +1
Gap between HOMO and LUMO (spin up / spin down), hartree: 0.2432 / 0.2379
Expectation value of S²: 0.82
2S+1: 2